{"formula": "C23H37Cl2GeN3O12P2Pr", "method": "the ωB97M-V functional and the def2-TZVPD basis", "elements": ["Pr", "Ge", "Cl", "Cl", "P", "P", "O", "O", "O", "O", "O", "O", "O", "O", "O", "O", "O", "O", "N", "N", "N", "C", "C", "C", "C", "C", "C", "C", "C", "C", "C", "C", "C", "C", "C", "C", "C", "C", "C", "C", "C", "C", "C", "C", "H", "H", "H", "H", "H", "H", "H", "H", "H", "H", "H", "H", "H", "H", "H", "H", "H", "H", "H", "H", "H", "H", "H", "H", "H", "H", "H", "H", "H", "H", "H", "H", "H", "H", "H", "H", "H"], "xyz": [[-0.09, 0.34, -0.05], [3.21, 1.14, -2.86], [-4.54, -0.62, -2.10], [-4.72, 3.66, -5.35], [1.06, -2.46, -1.38], [2.20, -2.11, 1.25], [2.23, -2.65, 2.63], [-0.16, -1.60, -1.22], [0.64, -3.73, -2.32], [1.48, -0.81, 1.01], [-1.44, 1.66, 1.20], [0.01, 0.34, 3.15], [2.36, -1.90, -1.83], [3.65, -2.08, 0.58], [-0.06, 2.45, -1.23], [1.53, 2.08, 1.28], [-2.03, 0.49, -1.23], [-1.59, -1.03, 1.24], [-2.41, 1.08, 1.81], [-2.44, -0.20, 1.83], [-0.06, -3.34, 0.92], [-2.58, 1.22, -2.12], [1.14, 1.12, 3.44], [-3.91, 2.74, -4.12], [1.24, -3.34, 0.23], [-2.71, 3.18, -3.61], [3.15, 0.59, -4.79], [1.95, 3.24, 0.59], [-4.50, 1.56, -3.66], [-3.84, 0.85, -2.69], [-3.67, -2.12, 2.67], [-3.43, -0.75, 2.65], [1.87, -4.70, 0.21], [-4.15, 0.07, 3.53], [3.84, 3.05, -2.90], [1.14, 2.39, 2.60], [-0.80, 2.96, -2.10], [-0.04, -0.81, 3.97], [-2.03, 2.45, -2.63], [-5.09, -0.48, 4.38], [-4.61, -2.66, 3.52], [4.72, 0.19, -1.95], [1.53, 0.98, -1.94], [-5.33, -1.84, 4.38], [0.31, -3.37, -3.14], [2.19, -4.98, 1.22], [3.52, -1.82, -0.35], [-0.59, -2.47, 0.62], [2.76, -4.66, -0.42], [2.27, 2.91, -0.40], [0.14, -3.25, 1.93], [-6.06, -2.27, 5.05], [-0.94, -1.36, 3.72], [-0.63, -4.16, 0.69], [4.63, -0.88, -2.09], [-5.62, 0.17, 5.06], [-4.79, -3.73, 3.53], [-3.95, 1.12, 3.53], [1.87, 3.09, 3.04], [1.75, 0.48, -0.99], [4.10, 3.40, -1.91], [3.06, 3.71, -3.29], [5.69, 0.52, -2.32], [0.85, -1.44, 3.82], [-5.45, 1.23, -4.05], [-3.11, -2.76, 2.00], [2.05, 0.54, 3.21], [-2.27, 4.10, -3.97], [2.87, -0.45, -4.89], [1.13, 3.96, 0.48], [-0.09, -0.51, 5.03], [1.20, -5.46, -0.20], [4.12, 0.74, -5.26], [0.80, 0.42, -2.54], [4.72, 3.16, -3.54], [4.69, 0.39, -0.88], [-0.44, 3.89, -2.59], [1.13, 1.39, 4.51], [2.79, 3.72, 1.12], [2.42, 1.19, -5.33], [0.14, 2.85, 2.62]], "mulliken_spin": [2.032, 0.000, -0.031, -0.002, 0.009, 0.002, 0.000, -0.011, 0.000, 0.008, -0.009, -0.001, 0.001, 0.000, -0.006, 0.001, -0.018, 0.005, 0.001, -0.001, 0.001, -0.003, 0.001, 0.015, 0.000, -0.005, 0.000, 0.001, -0.016, 0.038, 0.004, -0.004, 0.000, -0.001, -0.001, -0.001, 0.011, 0.001, 0.002, -0.001, -0.002, 0.000, -0.017, 0.004, 0.000, 0.000, 0.000, -0.002, 0.000, 0.000, -0.001, 0.002, 0.000, 0.000, 0.000, 0.001, -0.002, 0.000, 0.001, 0.000, 0.000, 0.000, 0.000, 0.000, -0.004, 0.000, 0.000, 0.000, 0.000, -0.001, 0.000, 0.000, 0.000, 0.000, 0.000, 0.000, 0.000, 0.000, 0.001, 0.000, 0.001], "homo_ev": [-2.874, -2.900], "fmax_ev_per_a": 3.2, "e_lumo_ha": [0.0772, 0.0748], "spin_multiplicity": 3, "charge": -1}